The following is a DFT calculation (ωB97M-V with the def2-TZVPD basis set) of C6H10O in the gas phase.

Positions of all 17 atoms, in Å:
1 O 0.627669 -1.716193 -1.114771
2 C -1.000107 -0.579552 0.405665
3 C 0.081719 0.641561 -1.588377
4 C -0.954734 0.626762 1.400380
5 C 0.148496 -0.488417 -0.587625
6 C 0.484831 0.701080 1.781150
7 C 1.439913 -1.041934 -0.156233
8 H -0.126235 1.600280 -1.097800
9 H -1.969040 -0.585611 -0.110156
10 H -0.911814 -1.519705 0.957462
11 H 0.962806 1.427559 1.085569
12 H -1.574181 0.374670 2.269101
13 H -1.378562 1.510479 0.899423
14 H 2.364067 -0.593049 -0.519805
15 H -0.726372 0.443198 -2.301234
16 H 1.508726 -1.525986 0.816933
17 H 1.022817 0.724861 -2.139683

Atoms 1-3, force components in eV/Å:
-0.115 -0.130 -0.062
0.017 -0.166 -0.089
0.008 -0.021 0.013

E_LUMO, eV: -0.3161
Strongest force on any atom, Eh/bohr: 0.00756
Relative energy (zero: lowest compared OMol25 entry of this formula, charge and spin), kcal/mol: 109.8
Energy, eV: -8426.4786
Orbital gap, eV: 8.480

So, what does the Löwdin scheme give us? The charges, in e, come out as: number 1, O, carries -0.0104; number 2, C, carries -0.1220; number 3, C, carries -0.0044; number 4, C, carries -0.3072; number 5, C, carries -0.5475; number 6, C, carries 0.1501; number 7, C, carries -0.1172; number 8, H, carries 0.0795; number 9, H, carries 0.1248; number 10, H, carries 0.1252; number 11, H, carries 0.0137; number 12, H, carries 0.0979; number 13, H, carries 0.0990; number 14, H, carries 0.1226; number 15, H, carries 0.0926; number 16, H, carries 0.1121; number 17, H, carries 0.0911

The following is a DFT calculation (ωB97M-V with the def2-TZVPD basis set) of CH3N2OP in the gas phase in a non-equilibrium geometry.

Positions of all 8 atoms, in Å:
1 P 2.013287 -0.402742 0.114407
2 O 2.394998 0.994933 -0.040775
3 N 0.322401 -0.415593 0.192716
4 N -0.849720 -1.120884 -0.177260
5 C -0.711277 0.383741 -0.236120
6 H -1.285357 0.985992 0.647299
7 H -1.383852 -1.340830 0.649395
8 H -0.500481 0.915382 -1.149663

Atoms 1-3, force components in eV/Å:
-0.997 -1.262 0.128
0.269 0.999 -0.127
2.018 -0.292 1.248

E_LUMO, eV: 0.1659
Strongest force on any atom, Eh/bohr: 0.06600
Relative energy (zero: lowest compared OMol25 entry of this formula, charge and spin), kcal/mol: 53.9
Energy, eV: -15399.9110
Structure (SMILES): O=PN1CN1
Orbital gap, eV: 9.873

So, what does the Löwdin scheme give us? The charges, in e, come out as: number 1, P, carries 0.7731; number 2, O, carries -0.5021; number 3, N, carries -0.4299; number 4, N, carries 0.0307; number 5, C, carries -0.2013; number 6, H, carries 0.1558; number 7, H, carries 0.0774; number 8, H, carries 0.0963

The following is a DFT calculation (ωB97M-V with the def2-TZVPD basis set) of 15 unconnected molecules or ions with the total composition C76H90Cl2F30N12O4P5 in a non-equilibrium geometry.

Positions of all 219 atoms, in Å:
1 Cl -0.475464 -1.144898 -3.765726
2 Cl -2.542894 -5.008998 -1.188475
3 P 4.206299 8.532761 4.010601
4 P 5.215615 6.482769 -3.116487
5 P 1.038920 3.671339 4.173829
6 P -1.518715 3.905415 -4.072165
7 P 5.606671 -0.127246 1.373536
8 F 0.780832 2.085608 4.717736
9 F -1.854638 4.439948 -2.520823
10 F 4.908021 1.305022 0.828235
11 F 2.205344 3.063317 3.166505
12 F 4.728418 9.838470 3.135418
13 F 3.479959 9.514140 5.014571
14 F 0.041971 3.444888 2.923236
15 F 3.574772 7.180982 4.625491
16 F -0.328279 2.992756 -3.546984
17 F 6.302206 -0.239474 -0.108717
18 F 1.371241 5.045828 3.673272
19 F 5.795620 7.548648 -4.099164
20 F -1.240357 3.467608 -5.602612
21 F 4.799133 5.563255 -4.474963
22 F 5.539702 8.593141 4.995263
23 F -2.572193 2.711325 -3.829697
24 F 4.818611 0.032189 2.732126
25 F 4.553806 5.312446 -2.211957
26 F 6.210588 -1.568027 1.803974
27 F -0.518221 5.105691 -4.242693
28 F 6.969878 0.631521 1.931603
29 F 4.285540 -0.842619 0.795157
30 F 5.153770 7.667382 3.003935
31 F 3.023374 8.506226 2.929123
32 F 6.671155 5.723677 -3.004657
33 F 2.154522 3.773078 5.363532
34 F -0.105279 4.223004 5.156396
35 F 5.480813 7.343788 -1.760113
36 F -2.771299 4.870880 -4.589983
37 F 3.722451 7.269390 -3.252404
38 O -3.843902 0.818005 0.341226
39 O -3.869748 -0.583919 2.131081
40 O -0.102175 -1.481171 4.651809
41 O 0.138904 -2.951428 2.923296
42 N -2.078772 -4.598674 2.582269
43 N 3.067021 -8.228864 -5.156046
44 N 1.772696 5.646328 -6.451239
45 N 3.455415 0.152249 -2.658762
46 N -4.438977 2.453373 -5.872951
47 N -0.656839 -10.999272 4.874891
48 N 0.169028 1.605374 0.442726
49 N 3.377426 7.660755 0.058500
50 N -5.399253 -1.930819 -0.624928
51 N 0.691208 0.182270 9.567589
52 N -2.552455 2.548926 3.911783
53 N -2.520800 -4.326176 -4.766672
54 C -4.215661 3.428933 -6.962549
55 C -4.815225 -0.108951 -2.569217
56 C 3.548431 2.488852 -2.870308
57 C 1.523492 -0.117088 10.726926
58 C 0.452575 0.375449 7.195105
59 C 0.204928 3.920052 -0.110080
60 C -2.125682 2.575883 6.208435
61 C -0.141149 -5.589375 -4.829631
62 C -0.979921 -8.413129 3.953497
63 C -2.203596 -5.101702 -5.833042
64 C -2.589848 3.200593 5.080328
65 C -2.293709 -3.307206 1.942084
66 C 2.368571 -5.984853 -4.852291
67 C -1.500853 -4.701137 3.809166
68 C 2.364563 0.099464 -3.485983
69 C 3.898837 -1.228334 -2.105502
70 C -0.350774 -4.722910 -3.813019
71 C 3.394892 -6.971873 -5.105976
72 C 2.197334 7.469972 -0.567778
73 C -3.658753 0.531173 -4.720457
74 C 2.181569 2.750386 0.405472
75 C -5.394598 1.952015 -3.817084
76 C 0.531429 -2.308764 3.983851
77 C -0.841298 0.877047 7.302368
78 C -4.346145 0.333161 1.366485
79 C -0.628254 0.342499 0.549089
80 C 2.215274 5.254390 0.124580
81 C -5.735392 -3.015589 0.367468
82 C -2.304453 -5.653348 1.859478
83 C 0.412050 -10.202455 4.637850
84 C -2.248439 1.242195 3.885580
85 C 1.664751 4.313884 -6.880161
86 C -1.338904 -7.073594 3.447102
87 C 0.797841 -7.851346 -4.783591
88 C -1.975972 -6.922442 2.244494
89 C 3.374232 5.417437 0.765782
90 C -1.396308 0.897650 8.604317
91 C 2.018469 5.945385 -5.166123
92 C -4.630094 0.771708 -3.748234
93 C 3.847255 9.111609 0.234233
94 C 1.898755 -2.765378 4.558378
95 C -2.898268 3.337969 2.706083
96 C 4.075124 -9.279888 -5.401683
97 C 0.300253 -8.942860 4.087597
98 C -5.281626 2.771221 -4.887261
99 C 1.444944 6.728899 -7.388612
100 C 1.169343 0.026904 8.330352
101 C 2.354317 4.889308 -4.271458
102 C 3.974421 6.677665 0.713267
103 C -5.629207 0.999061 1.831342
104 C 3.969319 1.329890 -2.220183
105 C -3.657766 1.364010 -5.797938
106 C 1.806187 -8.719651 -5.038621
107 C -1.041994 -5.953760 4.198179
108 C 1.537464 3.926171 0.152680
109 C 1.511556 1.592085 0.503671
110 C 2.184502 3.583873 -4.691309
111 C 1.862419 1.279244 -3.999664
112 C -0.508092 -12.397485 5.498516
113 C 1.594961 6.269204 -0.638929
114 C -4.124638 -1.643682 -0.874213
115 C -2.076319 -9.238726 4.236783
116 C -0.469959 2.743643 0.085097
117 C -1.007728 -5.669362 -5.916560
118 C -3.796612 -0.763091 -1.907850
119 C 1.039580 -6.445839 -4.800310
120 C -3.856230 -3.818070 -4.434247
121 C -1.612426 -4.126953 -3.785031
122 C -1.814219 0.591140 5.000521
123 C 1.825017 3.307596 -6.035818
124 C -0.622140 0.556531 9.716157
125 C -1.544075 1.326767 6.132233
126 C 2.516373 2.444264 -3.808271
127 C -6.157630 -0.307197 -2.140850
128 C -6.396230 -1.195596 -1.156249
129 C -1.900401 -10.524063 4.605705
130 H 2.535008 -1.902381 4.860397
131 H 2.648441 5.115381 -3.253341
132 H -2.957095 4.199338 5.082076
133 H -2.876743 2.702790 1.864168
134 H 1.585627 6.434154 -8.431135
135 H 4.729972 1.304201 -1.418835
136 H 1.615577 -9.802928 -5.101152
137 H 4.891058 -9.026188 -6.034356
138 H -0.250158 0.032709 1.523044
139 H -7.357868 -1.382912 -0.704698
140 H 1.854480 8.273258 -1.224720
141 H 2.187273 -0.362027 8.307910
142 H -0.991112 0.590261 10.734030
143 H -5.584273 -2.679374 1.399192
144 H -6.220095 2.216328 -3.149276
145 H 3.220188 2.718592 0.653344
146 H -3.383294 -2.146022 -0.267143
147 H 3.687087 -2.095382 -2.752976
148 H 2.037638 6.942303 -4.841545
149 H 2.059851 7.568476 -7.174985
150 H -6.434427 1.098838 1.154473
151 H 1.656584 -3.311460 5.507291
152 H 1.619170 2.281991 -6.362251
153 H -6.925096 0.231914 -2.695760
154 H -0.236880 -8.258608 -4.646952
155 H -1.547845 2.667807 -0.100229
156 H 3.423800 -1.431541 -1.165878
157 H -6.086210 0.589100 2.746409
158 H -0.765385 -6.316248 -6.792328
159 H -0.431722 -0.341555 -0.269023
160 H -2.958020 -5.126352 -6.565690
161 H 1.390094 -10.620504 4.850229
162 H 0.399183 6.967491 -7.159388
163 H 0.454669 -12.839603 5.085116
164 H -2.719619 -0.637987 -2.042656
165 H -4.879994 4.295694 -6.919743
166 H 3.607488 -10.159651 -5.909574
167 H -2.448481 1.104676 8.854555
168 H 0.921043 1.294990 -4.521433
169 H 1.880431 -1.183682 10.626962
170 H -2.955245 -0.311427 -4.641465
171 H 0.906863 0.159236 6.202032
172 H -5.248399 2.022827 2.024480
173 H 0.275024 -4.448025 -3.021662
174 H -2.287049 -7.752230 1.597440
175 H 1.101528 -8.351110 3.756519
176 H -2.713972 -11.259506 4.785105
177 H 4.750503 9.109819 0.869074
178 H 4.062309 9.467059 -0.748047
179 H -5.827319 3.662132 -5.070921
180 H 0.657527 6.169029 -1.249639
181 H -1.706703 0.594520 0.670354
182 H -1.313963 -2.999667 1.630487
183 H -1.864324 -3.345302 -3.100605
184 H 2.720096 -4.992222 -4.781529
185 H 0.797555 -0.225192 11.564203
186 H 4.452955 -9.667172 -4.457395
187 H 1.897742 -0.863276 -3.690015
188 H 2.310661 0.632631 10.858780
189 H -1.378135 -13.067732 5.307241
190 H -4.577639 -4.243644 -5.139728
191 H -2.593306 -5.438987 0.851405
192 H 4.458113 -6.702380 -5.298727
193 H 3.027681 9.637357 0.711478
194 H -0.294806 4.786416 -0.404339
195 H 3.823872 4.581684 1.341319
196 H -2.954118 -3.588102 1.099030
197 H -3.763043 -2.760115 -4.479906
198 H 4.958888 -1.063058 -1.923920
199 H -3.210180 3.779739 -6.884196
200 H -4.963418 -3.793574 0.198160
201 H -2.325328 0.761675 2.947858
202 H -1.460941 -0.392471 4.910232
203 H -0.500902 -12.275892 6.573607
204 H -2.587006 -2.545461 2.689059
205 H -1.482742 -3.797834 4.506817
206 H -3.018617 1.292287 -6.630242
207 H -3.938326 3.647065 2.841351
208 H -4.422926 2.874290 -7.908344
209 H -6.773266 -3.344016 0.264222
210 H -0.519666 -6.028105 5.165921
211 H -4.097592 -4.255603 -3.461062
212 H 4.856470 6.940990 1.215829
213 H 4.007055 3.469249 -2.638362
214 H 2.432612 -3.348718 3.789902
215 H -2.217677 4.151344 2.626831
216 H 1.431091 4.174321 -7.905184
217 H 1.956813 0.684977 0.815679
218 H -3.074760 -8.822600 4.205913
219 H -2.035450 3.217212 7.116166

Atoms 1-3, force components in eV/Å:
-0.612 -0.393 -0.029
-0.269 0.096 -0.545
2.601 0.959 0.053

E_LUMO, eV: -7.3515
Strongest force on any atom, Eh/bohr: 0.10099
Net charge: +3
Energy, eV: -259360.2649
Orbital gap, eV: 5.720

Here are the Löwdin charges for atoms 1 to 99, given in e: number 1, Cl, carries -0.1616; number 2, Cl, carries -0.0563; number 3, P, carries 0.1711; number 4, P, carries 0.2593; number 5, P, carries 0.1643; number 6, P, carries 0.1930; number 7, P, carries 0.1991; number 8, F, carries -0.1889; number 9, F, carries -0.1825; number 10, F, carries -0.2188; number 11, F, carries -0.1715; number 12, F, carries -0.2055; number 13, F, carries -0.1244; number 14, F, carries -0.1465; number 15, F, carries -0.1469; number 16, F, carries -0.1149; number 17, F, carries -0.1886; number 18, F, carries -0.0568; number 19, F, carries -0.1043; number 20, F, carries -0.1460; number 21, F, carries -0.1974; number 22, F, carries -0.1807; number 23, F, carries -0.1390; number 24, F, carries -0.1312; number 25, F, carries -0.1797; number 26, F, carries -0.1587; number 27, F, carries -0.1132; number 28, F, carries -0.1615; number 29, F, carries -0.1957; number 30, F, carries -0.1969; number 31, F, carries -0.1691; number 32, F, carries -0.1508; number 33, F, carries -0.1522; number 34, F, carries -0.1260; number 35, F, carries -0.1357; number 36, F, carries -0.1760; number 37, F, carries -0.2075; number 38, O, carries -0.0561; number 39, O, carries -0.0939; number 40, O, carries -0.0549; number 41, O, carries -0.1292; number 42, N, carries -0.0535; number 43, N, carries -0.0946; number 44, N, carries -0.0517; number 45, N, carries -0.0342; number 46, N, carries -0.0705; number 47, N, carries -0.0651; number 48, N, carries -0.0462; number 49, N, carries -0.0365; number 50, N, carries -0.0474; number 51, N, carries -0.1109; number 52, N, carries -0.0396; number 53, N, carries -0.0572; number 54, C, carries 0.0349; number 55, C, carries -0.1142; number 56, C, carries 0.0763; number 57, C, carries 0.0193; number 58, C, carries 0.0763; number 59, C, carries 0.0212; number 60, C, carries 0.0270; number 61, C, carries -0.1776; number 62, C, carries -0.1171; number 63, C, carries -0.0022; number 64, C, carries -0.0119; number 65, C, carries -0.0038; number 66, C, carries 0.1053; number 67, C, carries 0.0345; number 68, C, carries -0.0583; number 69, C, carries 0.0498; number 70, C, carries 0.0146; number 71, C, carries 0.0321; number 72, C, carries -0.0356; number 73, C, carries 0.0239; number 74, C, carries 0.0059; number 75, C, carries 0.0413; number 76, C, carries -0.6780; number 77, C, carries -0.1129; number 78, C, carries -0.7541; number 79, C, carries 0.0487; number 80, C, carries -0.1343; number 81, C, carries 0.0450; number 82, C, carries -0.0821; number 83, C, carries 0.0175; number 84, C, carries 0.0272; number 85, C, carries 0.0002; number 86, C, carries -0.1817; number 87, C, carries 0.0476; number 88, C, carries 0.0370; number 89, C, carries 0.0744; number 90, C, carries 0.0558; number 91, C, carries 0.0347; number 92, C, carries -0.1127; number 93, C, carries 0.0632; number 94, C, carries -0.0152; number 95, C, carries 0.0420; number 96, C, carries 0.0290; number 97, C, carries 0.0677; number 98, C, carries -0.0024; number 99, C, carries 0.0327